[1]
This record from OMol25 describes a molecular structure, C33H50BBrN7O5PY. The level of theory is the ωB97M-V functional and the def2-TZVPD basis.

The value obtained for the HOMO energy is -11.196 eV. The LUMO energy comes out at -2.0 eV. The net charge is +1.

Each line ends with the Mulliken charge.
Atoms and positions in Å:
1 Y -0.1168 0.1766 0.0423  0.60
2 C 3.5355 -2.9979 -0.2722  -1.74
3 C 3.2899 -1.6850 -1.0187  3.12
4 C 4.3200 -1.5091 -2.1333  -2.06
5 C 3.3387 -0.5310 -0.0632  -0.42
6 C 4.4720 -0.0116 0.5636  -1.44
7 C 3.9927 0.9875 1.3824  -0.44
8 N 2.6666 1.0657 1.2388  -0.28
9 N 2.2450 0.1232 0.3451  0.69
10 B 1.7250 1.9531 2.0757  0.14
11 N 0.7646 1.0737 2.9211  0.36
12 C 0.5021 1.2601 4.2180  -0.22
13 C -0.3686 0.2773 4.6348  -1.51
14 C -0.6258 -0.4833 3.4955  0.40
15 N 0.0629 -0.0008 2.4501  0.32
16 C -1.4315 -1.7524 3.4688  0.46
17 C -2.4888 -1.8334 2.3731  -1.11
18 C -0.4933 -2.9618 3.4437  -1.19
19 N 0.9395 2.9421 1.1834  0.43
20 C 0.7883 4.2405 1.4487  -0.19
21 C -0.0652 4.7834 0.5127  -1.59
22 C -0.4340 3.7134 -0.2964  0.26
23 N 0.1831 2.5878 0.1007  -0.37
24 C -1.2977 3.8163 -1.5167  0.58
25 C -0.4260 3.7316 -2.7706  -1.23
26 C -2.4638 2.8385 -1.5340  -1.42
27 H 3.3860 -3.8527 -0.9338  0.41
28 H 4.5640 -3.0407 0.0897  0.41
29 H 2.8833 -3.1009 0.5951  0.31
30 H 2.2947 -1.7146 -1.4747  -1.37
31 H 5.3336 -1.5525 -1.7333  0.43
32 H 4.2291 -2.3077 -2.8701  0.47
33 H 4.1991 -0.5524 -2.6382  0.32
34 H 5.4934 -0.3201 0.4407  0.59
35 H 4.5004 1.6523 2.0583  0.51
36 H 2.3855 2.6054 2.8342  -0.15
37 H 0.9751 2.0634 4.7537  0.49
38 H -0.7663 0.1212 5.6203  0.52
39 H -1.9625 -1.7616 4.4259  0.42
40 H -2.0557 -1.8138 1.3718  0.02
41 H -3.0324 -2.7760 2.4601  0.53
42 H -3.2120 -1.0209 2.4486  0.23
43 H 0.0843 -2.9739 2.5191  -0.07
44 H 0.2154 -2.9351 4.2706  0.43
45 H -1.0626 -3.8895 3.5094  0.44
46 H 1.3107 4.6826 2.2775  0.52
47 H -0.3878 5.8043 0.4237  0.52
48 H -1.7216 4.8248 -1.4755  0.45
49 H 0.0646 2.7560 -2.8375  0.00
50 H -1.0186 3.8810 -3.6735  0.45
51 H 0.3571 4.4888 -2.7524  0.48
52 H -2.1282 1.8020 -1.6391  0.00
53 H -3.0550 2.9051 -0.6221  0.47
54 H -3.1178 3.0463 -2.3824  0.53
55 C -0.3839 1.7183 -5.7283  -1.16
56 C -1.4213 1.1446 -4.8013  0.56
57 O -0.9831 -0.0914 -4.1981  -0.31
58 P -0.0246 -0.3176 -2.9407  0.59
59 O 1.4825 -0.1540 -3.4481  -0.02
60 C 1.9960 -0.8690 -4.6072  -0.18
61 C 3.0809 -0.0497 -5.2583  -1.49
62 O -0.1452 -1.9197 -2.8840  -0.21
63 C -1.3731 -2.6518 -3.0897  0.08
64 C -1.2320 -3.5192 -4.3161  -1.60
65 H -0.7758 2.6243 -6.1922  0.49
66 H -0.1349 1.0139 -6.5215  0.38
67 H 0.5251 1.9886 -5.1948  0.09
68 H -2.3264 0.8705 -5.3430  0.40
69 H -1.6982 1.8440 -4.0186  -0.51
70 H 1.1713 -1.0743 -5.2926  0.44
71 H 2.3775 -1.8228 -4.2428  0.26
72 H 2.6900 0.8842 -5.6529  0.32
73 H 3.5159 -0.6108 -6.0867  0.40
74 H 3.8784 0.1829 -4.5545  0.31
75 H -2.2038 -1.9542 -3.1782  0.04
76 H -1.5377 -3.2377 -2.1828  0.37
77 H -1.1281 -2.9032 -5.2082  0.29
78 H -2.1127 -4.1511 -4.4350  0.43
79 H -0.3583 -4.1663 -4.2378  0.29
80 Br -7.1531 -1.8893 -2.4265  -0.19
81 C -6.2979 -0.7844 -1.1587  -0.29
82 C -7.0595 0.0034 -0.3075  -0.33
83 C -6.4269 0.8150 0.6244  -0.99
84 C -5.0432 0.8406 0.7053  -0.35
85 C -4.2960 0.0452 -0.1548  0.29
86 C -4.9174 -0.7722 -1.0921  -0.19
87 C -2.8157 0.0586 -0.0790  1.78
88 O -2.2190 0.8137 0.7399  -0.89
89 O -2.1371 -0.6983 -0.8489  -0.39
90 H -8.1383 -0.0207 -0.3726  0.44
91 H -7.0217 1.4274 1.2872  0.44
92 H -4.5338 1.4658 1.4242  0.46
93 H -4.3230 -1.3870 -1.7502  0.44
94 C 0.2723 -4.8522 -0.2404  -1.68
95 C 0.2169 -3.4044 -0.0744  0.53
96 N 0.1733 -2.2679 0.0543  -0.04
97 H 0.4936 -5.0800 -1.2823  0.34
98 H -0.6880 -5.2861 0.0338  0.40
99 H 1.0556 -5.2591 0.3976  0.45

=====

[2]
This record from OMol25 describes a molecular structure, C6H6O at a distorted geometry. The level of theory is the ωB97M-V functional and the def2-TZVPD basis.

The value obtained for the HOMO energy is -8.349 eV. The LUMO energy comes out at 0.0 eV.

Each line ends with the natural charge from an NBO analysis.
Atoms and positions in Å:
1 C 0.1457 1.1731 -0.9254  0.15
2 C 0.9593 1.3102 0.2308  -0.30
3 C 0.8753 0.3184 1.2896  -0.16
4 C 0.4153 -0.8770 1.2231  -0.23
5 C -0.2845 -1.4743 0.1120  -0.29
6 C -1.0698 -0.9137 -0.8749  0.16
7 H 0.3252 1.7888 -1.9228  0.20
8 H 1.7018 2.0451 0.2110  0.23
9 H 1.9849 0.1908 2.0506  0.19
10 H 0.5842 -1.5343 1.9425  0.20
11 H -0.3820 -2.5194 0.3989  0.22
12 H -1.3317 -1.2701 -1.8638  0.20
13 O -1.1413 0.5098 -0.8935  -0.57

=====

[3]
This record from OMol25 describes a molecular structure, C36H25Br2F5IrN2O4 at a distorted geometry. The level of theory is the ωB97M-V functional and the def2-TZVPD basis.

The multiplicity is 2. The value obtained for the HOMO energy (alpha / beta) is -13.414 / -13.390 eV. The LUMO energy (alpha / beta) comes out at -6.8 / -8.4 eV. The net charge is +2.

Each line ends with the Mulliken spin population.
Atoms and positions in Å:
1 Ir 0.2527 0.5081 0.1861  0.05
2 C 2.4570 -1.4580 0.8796  -0.02
3 C 1.8632 -0.3563 1.7224  0.03
4 C 2.6643 0.7801 2.0417  -0.03
5 C 2.3258 1.6158 3.0648  0.01
6 C 1.1551 1.3831 3.8171  -0.03
7 C 0.3578 0.3000 3.5466  0.03
8 C 0.7062 -0.5793 2.5133  -0.04
9 H 3.0394 -2.1247 1.5200  0.00
10 H 3.1395 -1.0517 0.1327  0.00
11 H 1.6900 -2.0553 0.3885  0.00
12 H 3.5806 0.9403 1.4837  0.00
13 H 2.9571 2.4612 3.3069  0.00
14 H 0.8989 2.0552 4.6261  0.00
15 H -0.5243 0.1105 4.1436  0.00
16 H 0.1684 -1.5023 2.3745  -0.02
17 Br -0.4301 -1.3672 -4.5957  0.04
18 C 0.4030 0.2175 -4.1170  0.14
19 C 0.7822 1.1417 -5.0716  -0.06
20 C 1.4028 2.3330 -4.7090  0.22
21 Br 1.8330 3.5441 -6.0335  0.08
22 C 1.7006 2.6317 -3.3310  0.00
23 C 2.3742 3.7770 -2.8724  0.03
24 C 2.6088 3.9196 -1.5269  0.01
25 C 2.1329 2.9519 -0.6375  -0.01
26 N 1.4704 1.8844 -1.0502  0.02
27 C 1.2890 1.7080 -2.3740  0.06
28 C 0.6321 0.4744 -2.7286  0.14
29 O 0.3108 -0.3156 -1.8027  0.27
30 H 0.5892 0.9399 -6.1161  0.01
31 H 2.7110 4.5261 -3.5766  0.01
32 H 3.1472 4.7748 -1.1431  0.00
33 H 2.2811 3.0419 0.4297  -0.01
34 F -2.6858 6.6687 0.4574  0.00
35 C -1.9839 5.5599 0.6022  0.01
36 C -0.7246 5.5997 1.1742  0.00
37 F -0.2031 6.7554 1.5528  0.00
38 C -0.0061 4.4303 1.3457  0.01
39 F 1.2013 4.4934 1.9195  0.00
40 C -0.5127 3.1915 0.9605  -0.01
41 O 0.2249 2.0870 1.2424  0.02
42 C -1.7669 3.1925 0.3587  0.01
43 F -2.2847 2.0305 -0.0694  0.00
44 C -2.5032 4.3465 0.1820  -0.01
45 F -3.6958 4.2939 -0.3923  0.00
46 C -0.9683 -4.2184 -1.8200  0.00
47 O -1.0505 -3.6702 -0.5026  0.00
48 C 0.0164 -3.7841 0.3087  0.00
49 C 1.2900 -4.1502 -0.1202  0.00
50 C 2.3163 -4.3413 0.7911  0.00
51 C 2.0968 -4.1631 2.1510  0.00
52 C 0.8439 -3.7772 2.5804  0.00
53 C -0.1920 -3.5710 1.6739  0.00
54 N -1.4794 -3.3295 2.2417  0.00
55 C -2.6138 -2.8629 1.7883  0.00
56 C -2.9340 -2.1235 0.6165  0.01
57 C -4.2716 -2.2490 0.1814  0.00
58 C -4.6985 -1.6746 -0.9849  0.00
59 C -3.7952 -0.9015 -1.7157  0.00
60 C -2.5090 -0.6901 -1.2649  -0.02
61 C -2.0430 -1.2776 -0.0866  0.02
62 O -0.8161 -1.0807 0.4271  0.03
63 H -1.9863 -4.2310 -2.1975  0.00
64 H -0.5741 -5.2341 -1.7944  0.00
65 H -0.3478 -3.5903 -2.4598  0.00
66 H 1.4708 -4.3142 -1.1727  0.00
67 H 3.2871 -4.6592 0.4354  0.00
68 H 2.8884 -4.3346 2.8667  0.00
69 H 0.6489 -3.6487 3.6410  0.00
70 H -1.5448 -3.7220 3.1730  0.00
71 H -3.4482 -3.0856 2.4476  0.00
72 H -4.9528 -2.8531 0.7696  0.00
73 H -5.7115 -1.8141 -1.3340  0.00
74 H -4.1147 -0.4472 -2.6452  0.00
75 H -1.8363 -0.0605 -1.8200  0.01

=====

[4]
This record from OMol25 describes 8 unconnected molecules or ions with the total composition C16H31N3O24S5 at a distorted geometry. The level of theory is the ωB97M-V functional and the def2-TZVPD basis.

Its structure (SMILES) is C[N+](=O)[O-].C[N+](=O)[O-].O=S1(=O)OCCO1.O=S1(=O)OCCO1.O=S1(=O)OCCO1.O=S1(=O)OCCO1.O=S1(=O)OCCO1.c1cc[nH]c1. The value obtained for the HOMO energy is -8.544 eV. The LUMO energy comes out at -0.1 eV.

Each line ends with the Mulliken charge.
Atoms and positions in Å:
1 C -5.8206 0.0153 -0.6526  -0.66
2 N -5.4161 -1.2732 -1.3372  0.90
3 O -6.0495 -1.7316 -2.2568  -0.53
4 O -4.4505 -1.8529 -0.8666  -0.49
5 H -6.8585 0.2159 -0.8835  0.29
6 H -5.1864 0.8156 -1.0265  0.18
7 H -5.5226 -0.2081 0.3663  0.32
8 C 4.1632 0.8262 2.4083  -0.65
9 N 5.2142 0.0543 3.1340  0.93
10 O 6.1637 -0.3452 2.5202  -0.52
11 O 5.0993 -0.0150 4.3380  -0.58
12 H 4.3848 1.8493 2.6976  0.36
13 H 3.1848 0.4850 2.7293  0.28
14 H 4.3058 0.6063 1.3551  0.20
15 C 3.0538 3.7111 -1.1070  -0.17
16 C 2.9727 4.8271 -2.1748  -0.32
17 O 2.3280 4.2736 -3.3019  -0.35
18 S 1.9013 2.7109 -3.1034  1.01
19 O 2.9369 1.8704 -3.5973  -0.57
20 O 0.5445 2.4781 -3.4861  -0.49
21 O 2.0121 2.7979 -1.4977  -0.12
22 H 2.7112 4.0596 -0.1365  0.11
23 H 4.0005 3.1771 -1.0474  0.26
24 H 3.9206 5.3065 -2.4007  0.32
25 H 2.2601 5.5526 -1.7731  0.28
26 C 5.0831 -3.9936 -1.4945  -0.34
27 C 3.9121 -3.0311 -1.8216  -0.34
28 O 2.9747 -3.1357 -0.7539  -0.19
29 S 3.8627 -3.4302 0.6031  1.12
30 O 3.1774 -4.1096 1.6535  -0.51
31 O 4.5744 -2.1975 0.8245  -0.53
32 O 4.8769 -4.4251 -0.1498  -0.35
33 H 6.0925 -3.5877 -1.5337  0.27
34 H 5.0702 -4.8284 -2.1946  0.26
35 H 3.4478 -3.2724 -2.7717  0.38
36 H 4.2586 -1.9969 -1.8303  0.23
37 C -3.2027 -5.9792 1.7134  -0.31
38 C -3.6786 -4.5650 1.3981  -0.35
39 O -2.5595 -3.7471 1.6427  -0.30
40 S -1.1568 -4.5255 1.2176  1.22
41 O -0.1628 -4.2944 2.2188  -0.55
42 O -0.8812 -4.2797 -0.1574  -0.53
43 O -1.8361 -6.0134 1.3946  -0.35
44 H -3.7776 -6.7008 1.1333  0.29
45 H -3.3416 -6.2223 2.7697  0.26
46 H -4.4782 -4.2664 2.0723  0.38
47 H -4.0495 -4.5239 0.3719  0.23
48 C -2.1771 0.1009 -2.8658  -0.06
49 C -2.4582 1.4162 -2.1942  0.23
50 O -3.7472 1.8389 -2.6126  -0.43
51 S -4.0110 1.3327 -4.1287  1.09
52 O -3.4926 2.3048 -5.0608  -0.57
53 O -5.3809 0.9130 -4.2292  -0.52
54 O -2.9812 0.0558 -4.0484  -0.37
55 H -2.4875 -0.7337 -2.2312  0.15
56 H -1.1322 -0.0503 -3.1245  0.29
57 H -1.7084 2.1026 -2.6028  0.21
58 H -2.3521 1.4603 -1.1192  0.03
59 C -1.5629 4.3473 2.7088  -0.17
60 C -1.6208 3.2251 3.7364  -0.44
61 O -0.3119 2.6899 3.6636  -0.26
62 S 0.8148 3.8384 3.4599  0.92
63 O 1.6932 3.5006 2.3800  -0.35
64 O 1.3143 4.2951 4.7224  -0.55
65 O -0.2786 4.9178 2.9181  -0.38
66 H -2.3563 5.0548 2.9547  0.33
67 H -1.6391 4.0883 1.6537  0.23
68 H -2.3581 2.4681 3.4735  0.32
69 H -1.8379 3.5677 4.7486  0.35
70 N 0.6178 0.9458 0.3541  0.83
71 C 1.1017 -0.2876 -0.0204  -1.66
72 C 0.0135 -1.1126 -0.1187  0.02
73 C -1.1440 -0.4028 0.3082  -0.74
74 C -0.7099 0.8767 0.6391  -1.08
75 H 1.1902 1.7382 0.5850  0.00
76 H 2.1453 -0.4807 -0.1965  0.61
77 H 0.1212 -2.1266 -0.4662  0.79
78 H -2.1662 -0.7223 0.4374  0.60
79 H -1.1571 1.7572 1.0697  0.61

=====

[5]
This record from OMol25 describes 7 unconnected molecules or ions with the total composition C5H20O6 at a distorted geometry. The level of theory is the ωB97M-V functional and the def2-TZVPD basis.

Its structure (SMILES) is C=CCC=C.O.O.O.O.O.O. The value obtained for the HOMO energy is -9.450 eV. The LUMO energy comes out at 0.2 eV.

Each line ends with the natural charge from an NBO analysis.
Atoms and positions in Å:
1 C -0.0128 0.2377 3.2883  -0.19
2 C -0.6308 -0.9338 3.5501  -0.39
3 C -0.5464 1.3806 2.5065  -0.50
4 C 0.5979 2.2226 2.1171  -0.15
5 C 0.6081 2.9931 1.0102  -0.37
6 H 0.9723 0.1806 3.7313  0.21
7 H -0.1728 -1.8827 3.9741  0.21
8 H -1.7107 -1.0924 3.2405  0.17
9 H -1.0918 1.0429 1.5702  0.23
10 H -1.3326 1.9712 3.0710  0.24
11 H 1.3513 2.3165 2.6615  0.18
12 H 1.5379 3.6584 0.7527  0.19
13 H -0.1668 3.2870 0.4468  0.18
14 H 1.4922 -2.3511 -2.0661  0.46
15 H 0.8906 -1.2323 -2.3526  0.48
16 O 1.7343 -1.4579 -1.9713  -0.94
17 H 1.4989 1.6999 -2.9703  0.49
18 H 0.9819 1.1866 -1.5909  0.49
19 O 0.7378 1.2133 -2.5467  -0.98
20 H -1.4768 -3.1438 -2.2408  0.48
21 H -0.2449 -3.3967 -1.5559  0.47
22 O -0.6071 -2.9410 -2.2818  -0.94
23 H -2.1514 -0.7496 -2.7552  0.46
24 H -0.8194 -0.2143 -2.1778  0.48
25 O -1.8259 -0.0642 -2.2041  -0.95
26 H 3.1660 -0.2669 -2.5028  0.50
27 H 4.0827 -0.0325 -1.2748  0.47
28 O 3.6447 0.4885 -2.0133  -0.98
29 H -3.0891 -1.5619 0.8226  0.47
30 H -3.7086 -0.8623 -0.3094  0.47
31 O -3.7089 -1.6955 0.0709  -0.94

=====

[6]
This record from OMol25 describes a molecular structure, C15H12Cl2F3IrN3O4SSe at a distorted geometry. The level of theory is the ωB97M-V functional and the def2-TZVPD basis.

The multiplicity is 2. The value obtained for the HOMO energy (alpha / beta) is -14.853 / -14.656 eV. The LUMO energy (alpha / beta) comes out at -8.5 / -9.5 eV. The net charge is +2.

Each line ends with the Mulliken spin population.
Atoms and positions in Å:
1 Ir 0.1736 -0.0033 -0.2348  0.16
2 Cl 0.8889 -1.1460 4.4670  0.05
3 C 2.0287 -1.0354 3.2270  0.10
4 C 3.4033 -1.0713 3.4955  -0.05
5 C 4.3344 -1.0158 2.4777  0.18
6 Cl 5.9850 -1.0107 2.8560  0.07
7 C 3.9212 -0.9364 1.1043  0.02
8 C 4.7385 -0.9153 -0.0271  0.02
9 C 4.1610 -0.7828 -1.2845  0.02
10 C 2.7865 -0.6697 -1.4185  -0.03
11 N 1.9895 -0.7108 -0.3388  0.04
12 C 2.5519 -0.8459 0.8921  0.05
13 C 1.5996 -0.8884 1.9049  0.18
14 O 0.3477 -0.7850 1.5077  0.23
15 H 3.7379 -1.1384 4.5208  0.00
16 H 5.8114 -1.0154 0.0763  0.00
17 H 4.7730 -0.7593 -2.1744  0.00
18 H 2.3102 -0.5566 -2.3812  0.00
19 C -2.9368 -3.0226 -0.4539  0.00
20 N -3.6345 -1.7269 -0.4925  -0.01
21 C -4.8984 -1.5000 -0.0100  -0.01
22 C -5.1854 -0.1956 -0.2454  -0.01
23 N -4.0924 0.3564 -0.8651  -0.01
24 C -4.0064 1.7611 -1.3138  0.00
25 C -3.1488 -0.5868 -1.0096  0.01
26 Se -1.5379 -0.3944 -1.9608  -0.04
27 H -3.6633 -3.7908 -0.2144  0.00
28 H -2.1616 -3.0028 0.3073  0.00
29 H -2.4982 -3.2271 -1.4255  0.00
30 H -5.4907 -2.2773 0.4436  0.00
31 H -6.0742 0.3748 -0.0336  0.00
32 H -4.8841 2.2806 -0.9440  0.00
33 H -3.9910 1.7974 -2.4000  0.00
34 H -3.1091 2.2137 -0.9160  0.00
35 F 0.1439 4.4171 -2.2141  0.00
36 C 0.9004 4.1737 -1.1639  0.00
37 F 2.1773 4.2515 -1.4764  0.00
38 F 0.6059 4.9735 -0.1673  0.00
39 S 0.5507 2.4486 -0.6024  0.00
40 O -0.8699 2.3449 -0.2840  -0.01
41 O 1.4289 2.1259 0.5157  0.04
42 O 0.8334 1.4915 -1.7438  -0.01